The following is a quantum chemistry calculation of the molecule C19H31N3O4, from the Open Molecules 2025 dataset.

Gap between HOMO and LUMO in hartree: 0.359
LUMO in eV: 0.593
Relative energy (zero: lowest compared OMol25 entry of this formula, charge and spin) in kJ/mol: 53.9
SMILES: C=C(C)CC(=O)N[C@H]1C[C@H]2CC[C@@H]([C@H]1C)N2C(=O)C(C)(C)NC(=O)OC
HOMO in eV: -9.16
F_max in Eh/bohr: 0.0043

Positions of all 57 atoms, in Å:
1 C -0.43296 4.16697 -3.65031
2 C -1.18479 4.42641 -2.58504
3 C -2.61295 3.97905 -2.46913
4 C -0.64320 5.15704 -1.38571
5 C -0.44335 4.23473 -0.18315
6 O -0.77341 4.55265 0.94545
7 N 0.14864 3.05474 -0.48077
8 C 0.39786 2.04031 0.53736
9 C -0.86339 1.21080 0.83524
10 C -1.04246 0.02488 -0.11333
11 C -1.02287 0.41225 -1.60127
12 C 0.47100 0.31994 -1.99888
13 C 1.18660 -0.06135 -0.69222
14 C 1.59589 1.14088 0.17684
15 C 2.76644 1.90834 -0.42586
16 N 0.12449 -0.88801 -0.07983
17 C 0.40619 -1.55426 1.14273
18 O 0.82341 -1.01937 2.14235
19 C 0.13970 -3.05717 1.08743
20 C -1.31021 -3.30689 0.65778
21 C 1.11522 -3.66398 0.06848
22 N 0.38744 -3.56316 2.42606
23 C 0.29697 -4.86665 2.76836
24 O -0.03769 -5.77722 2.03980
25 O 0.63241 -5.03318 4.06792
26 C 0.55346 -6.38276 4.52960
27 H 0.59065 4.51756 -3.71554
28 H -0.82482 3.61675 -4.49715
29 H -3.27582 4.84532 -2.40813
30 H -2.91589 3.36800 -3.31816
31 H -2.76600 3.40562 -1.55035
32 H 0.31779 5.62056 -1.61892
33 H -1.32743 5.93945 -1.05796
34 H 0.31107 2.85669 -1.45327
35 H 0.64886 2.60136 1.43852
36 H -0.80365 0.83653 1.85830
37 H -1.73552 1.86672 0.78710
38 H -1.94696 -0.52588 0.15060
39 H -1.60949 -0.30477 -2.17399
40 H -1.45129 1.39957 -1.76795
41 H 0.61700 -0.47061 -2.73343
42 H 0.86394 1.23431 -2.44463
43 H 2.06695 -0.68238 -0.87728
44 H 1.93414 0.72141 1.12457
45 H 2.55156 2.29510 -1.42362
46 H 3.03217 2.75961 0.20285
47 H 3.64236 1.26185 -0.50582
48 H -1.48192 -2.90127 -0.33804
49 H -1.48973 -4.38008 0.64295
50 H -2.00516 -2.84820 1.36333
51 H 0.93699 -3.23720 -0.91760
52 H 2.14812 -3.47014 0.36382
53 H 0.95997 -4.74049 0.02921
54 H 0.72029 -2.90106 3.10981
55 H 0.84779 -6.35162 5.57430
56 H -0.46173 -6.76386 4.43267
57 H 1.22734 -7.02381 3.96391

Atom charges from the Löwdin analysis, given in e for atoms 1 to 4:
1 C 0.0422
2 C -0.3853
3 C -0.0535
4 C -0.0711